Entry from the OMol25 dataset: C33H34BCrFN11O3S as an isolated structure (wB97M-V/def2-TZVPD).

```
85
Properties=species:S:1:pos:R:3:lowdin_spin:R:1
Cr 1.768 2.233 1.160 0.98
C 3.868 1.952 -2.528 0.00
C 3.253 1.384 -1.416 0.00
N 2.724 2.338 -0.648 -0.01
N 2.990 3.512 -1.243 0.00
C 3.676 3.313 -2.372 0.01
B 2.491 4.785 -0.553 0.00
N 3.087 4.849 0.859 0.00
C 3.664 5.893 1.452 0.00
C 3.834 5.605 2.794 0.00
C 3.308 4.333 2.941 0.00
N 2.861 3.859 1.767 -0.01
N 0.964 4.628 -0.374 0.00
C -0.020 5.381 -0.859 0.00
C -1.229 4.881 -0.403 0.00
C -0.876 3.794 0.377 0.00
N 0.455 3.638 0.403 0.00
H 4.391 1.450 -3.321 0.00
H 3.193 0.351 -1.122 0.00
H 3.982 4.147 -2.981 0.00
H 2.754 5.762 -1.184 0.00
H 3.907 6.774 0.883 0.00
H 4.275 6.227 3.551 0.00
H 3.263 3.735 3.829 0.00
H 0.203 6.223 -1.492 0.00
H -2.215 5.262 -0.595 0.00
H -1.524 3.145 0.936 0.00
F -2.963 -0.373 -2.941 0.00
C -2.099 -1.069 -2.180 0.00
C -1.263 -0.389 -1.348 0.00
C -0.385 -1.083 -0.509 0.00
C 0.533 -0.327 0.328 0.00
O 0.404 0.918 0.427 0.00
C 1.524 -1.083 0.997 0.00
C 1.425 -2.444 1.002 0.00
N 0.502 -3.159 0.331 0.00
C 0.477 -4.587 0.655 0.00
C -0.713 -5.483 0.564 0.00
C 0.471 -5.688 -0.356 0.00
C -0.377 -2.487 -0.520 0.00
C -1.210 -3.154 -1.430 0.00
C -2.083 -2.473 -2.260 0.00
N -2.886 -3.203 -3.160 0.00
C -3.512 -2.567 -4.315 0.00
C -4.049 -3.668 -5.243 0.00
N -3.252 -4.919 -5.013 0.00
C -3.523 -5.490 -3.640 0.00
C -3.684 -4.316 -2.669 0.00
C 2.659 -0.458 1.745 0.00
O 3.282 -1.091 2.566 0.00
O 2.959 0.771 1.385 0.00
H -1.280 0.693 -1.323 0.00
H 2.124 -3.007 1.606 0.00
H 1.094 -4.751 1.525 0.00
H -1.641 -5.103 0.168 0.00
H -0.845 -6.174 1.383 0.00
H 0.378 -5.424 -1.399 0.00
H 1.125 -6.528 -0.175 0.00
H -1.150 -4.223 -1.538 0.00
H -2.769 -1.966 -4.837 0.00
H -4.349 -1.914 -4.053 0.00
H -3.964 -3.391 -6.291 0.00
H -5.085 -3.926 -5.035 0.00
H -2.259 -4.683 -5.071 0.00
H -3.446 -5.615 -5.733 0.00
H -2.675 -6.126 -3.393 0.00
H -4.421 -6.101 -3.709 0.00
H -3.364 -4.619 -1.676 0.00
H -4.739 -4.028 -2.589 0.00
N 3.279 1.484 4.154 0.00
C 1.938 1.579 4.232 0.00
N 1.127 1.774 3.210 0.00
C -0.211 1.733 3.662 0.00
C -1.349 1.668 2.867 0.00
C -2.597 1.650 3.468 0.00
C -2.728 1.674 4.855 0.00
C -1.605 1.664 5.660 0.00
C -0.360 1.676 5.049 0.00
S 1.198 1.526 5.803 0.00
H 3.666 1.220 3.256 0.00
H 3.763 1.112 4.955 0.00
H -1.247 1.579 1.799 0.00
H -3.484 1.606 2.851 0.00
H -3.711 1.673 5.305 0.00
H -1.695 1.634 6.738 0.00
```

net charge = +2
energy above the lowest of the compared OMol25 structures with the same formula, charge and spin = 0.6 kcal/mol
max |F| = 0.66 eV/A
expectation value of S² = 0.76
2S+1 = 2
HOMO energy (alpha / beta) = -12.38 / -12.37 eV
energy = -99947.921 eV

Entry from the OMol25 dataset: a single C7H12 molecule at a distorted geometry (wB97M-V/def2-TZVPD).

```
19
Properties=species:S:1:pos:R:3:lowdin_charge:R:1
C 2.198 0.009 -0.426 -0.12
C 0.987 -0.075 0.478 -0.33
C 0.070 -1.291 0.062 -0.14
C -1.320 -0.697 0.424 -0.20
C -2.467 -0.040 -0.293 -0.10
C -1.156 0.724 -0.280 -0.25
C 0.089 1.337 0.359 -0.08
H 2.769 0.901 -0.248 0.06
H 1.913 -0.020 -1.455 0.06
H 2.851 -0.897 -0.205 0.10
H 1.384 -0.046 1.560 0.15
H 0.373 -2.117 0.682 0.09
H 0.266 -1.680 -0.966 0.12
H -1.337 -0.475 1.534 0.15
H -2.870 -0.123 -1.324 0.10
H -3.362 0.320 0.337 0.11
H -0.850 0.443 -1.245 0.09
H -0.132 1.735 1.328 0.09
H 0.594 1.992 -0.321 0.09
```

net charge = 0
energy above the lowest of the compared OMol25 structures with the same formula, charge and spin = 83.9 kcal/mol
max |F| = 3.46 eV/A
HOMO energy = -8.28 eV
energy = -7449.793 eV

Entry from the OMol25 dataset: C25H19Cl3N3O4STm as an isolated structure (wB97M-V/def2-TZVPD).

```
56
Properties=species:S:1:pos:R:3:lowdin_spin:R:1
Tm 0.180 -0.446 0.124 2.01
O 0.455 -2.082 1.660 0.00
C 0.363 -2.849 0.658 0.00
O 0.925 -2.480 -0.425 0.00
C -0.675 -3.912 0.618 0.00
C -0.435 -5.243 0.912 0.00
C -1.478 -6.157 0.845 0.00
C -2.744 -5.718 0.484 0.00
C -2.977 -4.383 0.191 0.00
C -1.949 -3.449 0.253 0.00
S -2.260 -1.726 -0.098 0.00
H 0.559 -5.565 1.194 0.00
H -1.303 -7.199 1.075 0.00
H -3.565 -6.422 0.430 0.00
H -3.971 -4.056 -0.084 0.00
Cl 6.255 3.003 2.987 0.00
C 4.674 2.427 2.547 0.00
C 4.531 1.610 1.438 0.00
C 3.255 1.183 1.134 0.00
Cl 3.027 0.114 -0.247 0.00
C 2.097 1.510 1.857 0.00
O 0.927 1.071 1.497 0.00
C 2.318 2.339 2.969 0.00
Cl 0.953 2.815 3.920 0.00
C 3.579 2.792 3.312 0.00
H 5.379 1.315 0.839 0.00
H 3.704 3.431 4.174 0.00
N -1.703 1.915 -6.798 0.00
C -0.659 2.321 -6.037 0.00
O 0.131 3.167 -6.404 0.00
C -0.468 1.621 -4.713 0.00
C -1.454 0.880 -4.080 0.00
C -1.181 0.310 -2.849 0.00
N 0.000 0.447 -2.240 0.00
C 0.953 1.154 -2.860 0.00
C 0.762 1.757 -4.087 0.00
H -1.794 2.335 -7.707 0.00
H -2.259 1.112 -6.574 0.00
H -2.444 0.753 -4.493 0.00
H -1.919 -0.289 -2.326 0.00
H 1.897 1.253 -2.343 0.00
H 1.548 2.336 -4.550 0.00
N -1.685 1.296 0.417 0.00
C -1.751 2.444 -0.435 0.00
C -0.647 3.281 -0.549 0.00
C -0.682 4.342 -1.440 0.00
C -1.804 4.572 -2.225 0.00
C -2.906 3.741 -2.095 0.00
C -2.886 2.682 -1.198 0.00
H -2.557 0.775 0.445 0.00
H -1.436 1.560 1.368 0.00
H 0.230 3.097 0.061 0.00
H 0.183 4.987 -1.525 0.00
H -1.822 5.396 -2.926 0.00
H -3.793 3.917 -2.690 0.00
H -3.748 2.033 -1.099 0.00
```

net charge = 0
energy above the lowest of the compared OMol25 structures with the same formula, charge and spin = 0.0 kcal/mol
max |F| = 0.65 eV/A
expectation value of S² = 2.00
2S+1 = 3
HOMO energy (alpha / beta) = -7.60 / -7.61 eV
energy = -116832.640 eV